Entry from the Open Molecules 2025 dataset: a 2-piece molecular cluster, C14H23N2O3S overall (wB97M-V/def2-TZVPD).

The maximum force is 0.51 eV/A. The total energy is -1280.3584 Ha. As for the relative energy (zero: lowest compared OMol25 entry of this formula, charge and spin): 231.73 kJ/mol. Its net charge is +1.

Structure (XYZ):
```
43
Properties=species:S:1:pos:R:3:forces:R:3:nbo_charge:R:1
C 5.802 -1.321 -1.304 0.1 0.0 0.1 -0.60
C 4.968 -0.271 -0.577 0.1 0.0 0.1 -0.21
C 5.880 0.871 -0.085 -0.2 0.0 0.1 -0.61
C 3.795 0.274 -1.426 0.0 0.1 -0.1 -0.25
C 3.254 -0.680 -2.481 0.0 -0.1 0.0 -0.62
C 2.731 0.716 -0.439 0.1 0.1 0.3 -0.07
O 1.501 1.218 -1.084 0.1 0.2 -0.2 -0.32
N 0.405 0.461 -0.862 0.2 0.0 0.1 0.18
C -0.295 0.672 0.252 0.0 -0.1 -0.1 0.07
C -1.443 -0.059 0.450 0.0 0.2 0.4 -0.21
C -1.824 -0.965 -0.519 -0.1 -0.2 -0.4 -0.14
S -3.249 -1.906 -0.268 -0.2 -0.1 0.1 0.18
C -1.001 -1.073 -1.663 -0.1 0.1 0.1 0.02
N 0.092 -0.368 -1.818 0.0 0.0 0.0 -0.12
H 5.232 -2.216 -1.556 0.0 0.0 0.0 0.21
H 6.234 -0.914 -2.222 0.0 0.0 0.0 0.21
H 6.631 -1.628 -0.664 0.0 0.0 0.0 0.22
H 4.541 -0.755 0.312 0.0 -0.1 -0.1 0.19
H 6.144 0.749 0.965 0.1 0.0 0.0 0.22
H 5.402 1.849 -0.183 0.0 0.0 0.0 0.20
H 6.806 0.897 -0.660 0.0 0.1 0.0 0.22
H 4.169 1.175 -1.929 -0.1 -0.1 -0.1 0.22
H 2.908 -1.622 -2.045 0.0 0.0 0.0 0.20
H 4.032 -0.917 -3.207 -0.1 0.0 0.1 0.23
H 2.426 -0.227 -3.025 0.0 0.0 0.0 0.22
H 3.077 1.565 0.151 0.0 -0.1 0.0 0.22
H 2.454 -0.090 0.246 -0.1 -0.1 -0.1 0.18
H 0.079 1.421 0.936 0.0 0.0 -0.1 0.27
H -2.032 0.114 1.344 0.0 0.0 0.0 0.28
H -3.446 -2.280 -1.537 0.1 -0.1 -0.1 0.15
H -1.240 -1.745 -2.478 0.1 0.0 0.0 0.24
O -3.833 1.315 3.198 0.2 0.0 -0.1 -0.59
C -4.951 1.067 2.846 -0.2 0.0 0.0 0.80
O -5.920 1.998 2.775 0.1 0.0 0.0 -0.48
C -7.162 1.401 2.349 -0.1 -0.1 0.0 -0.07
C -6.756 0.123 1.614 0.1 0.0 0.0 -0.43
C -5.497 -0.269 2.381 0.0 0.2 0.0 -0.53
H -7.766 1.196 3.234 0.0 0.0 0.0 0.19
H -7.679 2.126 1.726 0.0 0.0 0.0 0.21
H -7.538 -0.632 1.616 0.0 0.0 0.1 0.23
H -6.510 0.358 0.577 0.0 0.0 0.0 0.21
H -5.716 -0.889 3.252 0.0 0.0 0.0 0.25
H -4.706 -0.738 1.807 -0.1 -0.3 -0.1 0.22
```
Positions in Å, forces in eV/Å.

=====

Entry from the Open Molecules 2025 dataset: C14H23N3O2 as an isolated structure in a non-equilibrium geometry (wB97M-V/def2-TZVPD).

The maximum force is 16.11 eV/A. The total energy is -861.4903 Ha. As for the relative energy (zero: lowest compared OMol25 entry of this formula, charge and spin): 1429.71 kJ/mol. Its net charge is 0.

Structure (XYZ):
```
42
Properties=species:S:1:pos:R:3:forces:R:3:nbo_charge:R:1
C -1.068 3.025 -0.236 -0.7 1.7 1.9 -0.64
C 0.187 2.511 0.458 2.5 10.3 0.1 0.16
C 1.513 2.487 -0.340 0.3 8.5 -1.8 -0.27
N 2.374 1.451 -0.247 0.4 -2.0 -5.1 -0.49
C 2.306 0.436 -1.408 -5.9 -5.0 13.2 -0.21
C 0.820 0.013 -1.437 0.7 -0.6 -1.6 0.29
C -0.082 0.648 -2.347 3.4 -8.9 8.8 -0.34
C -1.212 -0.069 -2.525 -6.1 0.2 0.3 0.60
O -2.062 0.367 -3.273 -1.3 0.1 -2.2 -0.63
N -1.652 -1.074 -1.657 4.9 -1.4 4.0 -0.63
C -0.670 -1.624 -0.536 4.8 10.3 -10.4 0.49
N 0.633 -1.148 -0.555 -4.5 0.8 -1.5 -0.51
C -1.163 -2.694 -0.066 -1.7 -7.3 14.3 -0.31
C -1.615 -3.972 -0.610 4.4 8.5 -11.4 -0.51
H -0.669 -4.282 -1.401 -3.0 0.3 2.0 0.22
H -2.516 -3.584 -1.278 1.6 -1.3 0.6 0.19
H -1.963 -4.684 -0.165 -3.2 -7.7 6.1 0.19
C -2.396 -2.165 1.048 4.8 -4.1 3.8 -0.52
H -2.554 -3.181 1.813 0.3 3.1 -2.3 0.21
H -2.127 -1.291 1.669 -0.1 -0.5 -0.7 0.23
H -3.147 -2.062 0.433 -4.6 0.9 -2.6 0.17
H -0.368 -2.880 0.957 -1.5 -0.1 -3.0 0.23
H -2.583 -1.450 -1.527 0.0 0.8 -1.0 0.41
H 0.261 1.339 -2.857 2.6 6.5 -5.1 0.21
H 2.850 0.655 -2.098 5.4 3.3 -8.6 0.18
H 2.853 -0.471 -0.881 -1.1 1.5 -1.3 0.22
C 2.453 1.182 1.036 3.1 -5.5 10.2 -0.20
H 3.152 1.751 1.802 -0.7 0.3 -2.2 0.18
C 1.085 1.107 1.963 0.0 -6.0 -6.4 0.10
C 0.802 -0.401 2.436 5.8 1.1 -0.4 -0.62
H -0.028 -0.558 2.992 -2.8 -0.1 1.8 0.20
H 1.763 -0.701 3.099 -2.2 0.8 -1.0 0.20
H 0.887 -1.156 1.648 -0.2 0.8 -0.1 0.24
O 0.085 1.394 0.921 -2.2 -10.2 6.3 -0.55
H 1.110 1.754 2.721 -0.4 3.0 2.8 0.17
H 3.035 0.042 1.428 -1.7 2.9 -2.1 0.20
H 2.283 3.441 -0.160 -2.3 -1.4 0.3 0.17
H 1.101 2.865 -1.273 0.9 -1.0 -1.2 0.22
H 0.412 3.318 1.413 -0.7 -1.1 -2.1 0.08
H -0.829 4.102 -0.470 -0.4 -1.1 -0.5 0.22
H -1.337 2.385 -1.097 -0.2 0.6 0.5 0.23
H -1.922 3.175 0.608 1.8 -0.9 -2.2 0.22
```
Positions in Å, forces in eV/Å.

=====

Entry from the Open Molecules 2025 dataset: a single C14H23N3O2S molecule (wB97M-V/def2-TZVPD).

The maximum force is 0.80 eV/A. The total energy is -1260.2137 Ha. As for the relative energy (zero: lowest compared OMol25 entry of this formula, charge and spin): 35.86 kJ/mol. Its net charge is 0. Its SMILES is C=CCCCCCCCCc1nc(SCC(=O)O)n[nH]1.

Structure (XYZ):
```
43
Properties=species:S:1:pos:R:3:forces:R:3:nbo_charge:R:1
C 2.844 -2.037 -3.974 -0.1 0.0 -0.2 -0.40
C 3.508 -1.536 -2.950 0.2 0.0 0.2 -0.17
C 4.044 -2.351 -1.815 -0.2 -0.1 0.1 -0.44
C 3.172 -2.228 -0.557 0.2 0.2 -0.1 -0.39
C 3.156 -0.812 0.013 -0.1 -0.2 0.2 -0.40
C 2.410 -0.707 1.344 -0.1 0.0 -0.1 -0.39
C 0.934 -1.110 1.291 0.1 0.0 -0.1 -0.39
C 0.100 -0.383 0.234 0.1 0.1 0.3 -0.41
C 0.052 1.128 0.448 0.0 -0.2 -0.3 -0.39
C -0.824 1.828 -0.604 0.3 0.0 0.2 -0.45
C -2.233 1.391 -0.494 -0.1 -0.1 -0.4 0.41
N -3.065 1.702 0.481 0.2 0.0 -0.1 -0.58
C -4.210 1.034 0.176 0.5 -0.1 -0.5 0.15
S -5.631 1.086 1.166 -0.3 0.1 0.3 0.31
C -5.216 2.495 2.265 0.1 -0.3 -0.2 -0.64
C -4.309 2.111 3.436 -0.4 0.2 -0.3 0.78
O -4.720 2.058 4.561 -0.1 0.0 0.2 -0.58
O -3.045 1.876 3.125 0.5 -0.1 0.0 -0.70
N -4.123 0.337 -0.936 -0.8 -0.2 0.0 -0.30
N -2.863 0.569 -1.351 0.2 0.4 0.5 -0.34
H 2.461 -1.419 -4.769 -0.1 0.2 -0.1 0.20
H 2.663 -3.096 -4.067 0.0 -0.2 0.0 0.19
H 3.680 -0.469 -2.887 0.0 0.2 -0.1 0.19
H 5.059 -2.023 -1.579 0.1 -0.1 0.0 0.21
H 4.083 -3.402 -2.111 0.1 0.0 0.0 0.21
H 3.555 -2.913 0.203 -0.1 -0.1 0.1 0.20
H 2.157 -2.541 -0.809 0.0 -0.1 0.0 0.20
H 4.187 -0.486 0.174 0.0 0.1 -0.1 0.20
H 2.709 -0.130 -0.712 0.0 0.1 -0.1 0.19
H 2.905 -1.349 2.076 0.1 0.1 0.1 0.21
H 2.491 0.319 1.709 0.0 0.0 0.1 0.20
H 0.863 -2.183 1.104 0.0 -0.1 0.1 0.20
H 0.494 -0.922 2.273 -0.1 -0.1 0.0 0.21
H 0.495 -0.599 -0.761 0.0 0.0 -0.1 0.19
H -0.916 -0.783 0.278 0.0 0.0 -0.1 0.21
H 1.057 1.544 0.381 0.0 0.1 0.1 0.21
H -0.341 1.343 1.442 0.0 0.1 0.1 0.21
H -0.780 2.907 -0.444 0.0 0.0 -0.1 0.24
H -0.454 1.604 -1.606 0.0 0.1 0.0 0.22
H -6.174 2.835 2.657 0.1 0.0 0.0 0.26
H -4.757 3.270 1.651 -0.1 0.0 0.1 0.24
H -2.894 1.905 2.138 -0.2 0.1 0.3 0.51
H -2.523 0.138 -2.196 0.0 0.1 0.1 0.42
```
Positions in Å, forces in eV/Å.

=====

Q: Which of these has the lowest relative energy (zero: lowest compared OMol25 entry of this formula, charge and spin)?
A: C14H23N3O2S

=====

Q: Number 1 is which compound?
A: C14H23N2O3S

=====

Q: Which of these has the lowest relative energy (zero: lowest compared OMol25 entry of this formula, charge and spin)?
A: C14H23N3O2S

=====

Copy entry 3 word for word.
Entry from the Open Molecules 2025 dataset: a single C14H23N3O2S molecule (wB97M-V/def2-TZVPD).

The maximum force is 0.80 eV/A. The total energy is -1260.2137 Ha. As for the relative energy (zero: lowest compared OMol25 entry of this formula, charge and spin): 35.86 kJ/mol. Its net charge is 0. Its SMILES is C=CCCCCCCCCc1nc(SCC(=O)O)n[nH]1.

Structure (XYZ):
```
43
Properties=species:S:1:pos:R:3:forces:R:3:nbo_charge:R:1
C 2.844 -2.037 -3.974 -0.1 0.0 -0.2 -0.40
C 3.508 -1.536 -2.950 0.2 0.0 0.2 -0.17
C 4.044 -2.351 -1.815 -0.2 -0.1 0.1 -0.44
C 3.172 -2.228 -0.557 0.2 0.2 -0.1 -0.39
C 3.156 -0.812 0.013 -0.1 -0.2 0.2 -0.40
C 2.410 -0.707 1.344 -0.1 0.0 -0.1 -0.39
C 0.934 -1.110 1.291 0.1 0.0 -0.1 -0.39
C 0.100 -0.383 0.234 0.1 0.1 0.3 -0.41
C 0.052 1.128 0.448 0.0 -0.2 -0.3 -0.39
C -0.824 1.828 -0.604 0.3 0.0 0.2 -0.45
C -2.233 1.391 -0.494 -0.1 -0.1 -0.4 0.41
N -3.065 1.702 0.481 0.2 0.0 -0.1 -0.58
C -4.210 1.034 0.176 0.5 -0.1 -0.5 0.15
S -5.631 1.086 1.166 -0.3 0.1 0.3 0.31
C -5.216 2.495 2.265 0.1 -0.3 -0.2 -0.64
C -4.309 2.111 3.436 -0.4 0.2 -0.3 0.78
O -4.720 2.058 4.561 -0.1 0.0 0.2 -0.58
O -3.045 1.876 3.125 0.5 -0.1 0.0 -0.70
N -4.123 0.337 -0.936 -0.8 -0.2 0.0 -0.30
N -2.863 0.569 -1.351 0.2 0.4 0.5 -0.34
H 2.461 -1.419 -4.769 -0.1 0.2 -0.1 0.20
H 2.663 -3.096 -4.067 0.0 -0.2 0.0 0.19
H 3.680 -0.469 -2.887 0.0 0.2 -0.1 0.19
H 5.059 -2.023 -1.579 0.1 -0.1 0.0 0.21
H 4.083 -3.402 -2.111 0.1 0.0 0.0 0.21
H 3.555 -2.913 0.203 -0.1 -0.1 0.1 0.20
H 2.157 -2.541 -0.809 0.0 -0.1 0.0 0.20
H 4.187 -0.486 0.174 0.0 0.1 -0.1 0.20
H 2.709 -0.130 -0.712 0.0 0.1 -0.1 0.19
H 2.905 -1.349 2.076 0.1 0.1 0.1 0.21
H 2.491 0.319 1.709 0.0 0.0 0.1 0.20
H 0.863 -2.183 1.104 0.0 -0.1 0.1 0.20
H 0.494 -0.922 2.273 -0.1 -0.1 0.0 0.21
H 0.495 -0.599 -0.761 0.0 0.0 -0.1 0.19
H -0.916 -0.783 0.278 0.0 0.0 -0.1 0.21
H 1.057 1.544 0.381 0.0 0.1 0.1 0.21
H -0.341 1.343 1.442 0.0 0.1 0.1 0.21
H -0.780 2.907 -0.444 0.0 0.0 -0.1 0.24
H -0.454 1.604 -1.606 0.0 0.1 0.0 0.22
H -6.174 2.835 2.657 0.1 0.0 0.0 0.26
H -4.757 3.270 1.651 -0.1 0.0 0.1 0.24
H -2.894 1.905 2.138 -0.2 0.1 0.3 0.51
H -2.523 0.138 -2.196 0.0 0.1 0.1 0.42
```
Positions in Å, forces in eV/Å.